Here is a 8-piece molecular cluster, C35H44BClF25NO18S overall at a distorted geometry from the OMol25 dataset. Energies are from ωB97M-V/def2-TZVPD.

Cartesian coordinates (Å):
O 2.4761 0.1663 -2.1975
C 1.3345 0.0366 -2.4813
F 0.7591 0.7188 -3.4667
N 0.4399 -0.8050 -1.8210
C 0.1359 -0.3462 -0.4755
O -0.7866 0.4015 -0.3122
B 0.9442 -0.8706 0.8164
C 0.8773 0.0029 2.0889
C 2.0827 -0.0364 3.0522
C 3.0111 1.1702 2.9282
C 4.0312 1.0372 1.7754
S 4.0357 2.3797 0.6025
O 4.6005 3.5576 1.1749
O 4.5869 1.9197 -0.6268
Cl 2.0513 2.8058 0.2222
C 1.7147 -2.2768 0.6874
F 2.9082 -2.0535 0.0853
F 1.0245 -3.1443 -0.1047
F 1.9330 -2.9219 1.8486
H -0.4337 -0.8280 -2.3379
H 0.7696 1.0265 1.7401
H -0.0558 -0.2003 2.6107
H 1.6905 -0.0171 4.0629
H 2.6817 -0.9382 2.9823
H 2.4635 2.1047 2.8975
H 3.5991 1.1999 3.8376
H 3.9116 0.1142 1.2213
H 5.0368 1.0348 2.1741
C 8.5138 4.3440 -0.1098
C 9.9668 4.5755 0.2402
O 10.1055 5.1230 1.5674
C 10.0324 4.2554 2.5641
O 9.8651 3.0757 2.4772
C 10.2390 4.9889 3.8997
F 9.5160 6.1127 3.9545
F 11.5313 5.3156 4.0462
F 9.8857 4.2130 4.9204
H 7.9413 5.2635 0.0126
H 8.4198 4.0070 -1.1411
H 8.0665 3.5940 0.5407
H 10.4081 5.3148 -0.4243
H 10.5528 3.6615 0.1541
C -0.2536 2.5289 -5.6906
C -1.7071 2.3304 -5.3228
O -2.2809 3.5383 -4.7814
C -2.6641 4.4488 -5.6622
O -2.5864 4.3747 -6.8513
C -3.2837 5.6464 -4.9225
F -2.5303 6.0163 -3.8781
F -4.5004 5.3215 -4.4626
F -3.4087 6.6891 -5.7367
H 0.3078 2.8977 -4.8329
H 0.1844 1.5867 -6.0161
H -0.1441 3.2573 -6.4933
H -1.8019 1.5881 -4.5335
H -2.2964 1.9875 -6.1721
C -3.4511 -6.1427 -4.3047
C -2.4058 -5.3711 -3.5309
O -1.9160 -4.2449 -4.2933
C -2.6744 -3.1649 -4.2871
O -3.7247 -3.0191 -3.7367
C -1.9638 -2.0442 -5.0610
F -1.4628 -2.4725 -6.2203
F -0.9409 -1.5734 -4.3151
F -2.7871 -1.0308 -5.3126
H -3.0589 -6.4497 -5.2744
H -3.7498 -7.0308 -3.7497
H -4.3359 -5.5331 -4.4856
H -1.5429 -5.9960 -3.3388
H -2.7869 -5.0325 -2.5702
C 3.2734 -8.9622 -5.1520
C 2.5686 -9.9111 -4.2076
O 1.2419 -9.4438 -3.8884
C 0.3052 -9.6950 -4.7893
O 0.4421 -10.2634 -5.8297
C -1.0460 -9.1700 -4.2800
F -0.9303 -7.9290 -3.7743
F -1.5228 -9.9630 -3.3115
F -1.9460 -9.1349 -5.2573
H 3.2878 -7.9539 -4.7376
H 4.2993 -9.2888 -5.3157
H 2.7672 -8.9172 -6.1153
H 3.0917 -9.9618 -3.2557
H 2.5167 -10.9202 -4.6134
C -4.6648 -2.8426 2.6472
C -4.9269 -4.2645 2.2016
O -3.9156 -4.7195 1.2800
C -2.7790 -5.1326 1.8201
O -2.5072 -5.1664 2.9820
C -1.8334 -5.6155 0.7090
F -1.8063 -4.7479 -0.3129
F -2.2441 -6.8007 0.2326
F -0.5953 -5.7601 1.1660
H -4.5776 -2.1834 1.7830
H -5.4804 -2.4898 3.2766
H -3.7365 -2.7728 3.2131
H -5.8639 -4.3262 1.6534
H -4.9899 -4.9474 3.0474
C -0.7488 6.7788 0.8022
C -1.8082 6.5510 1.8580
O -1.5937 5.3044 2.5540
C -0.6857 5.3239 3.5169
O -0.0340 6.2568 3.8751
C -0.6043 3.9326 4.1637
F -0.5676 2.9656 3.2386
F -1.6802 3.7134 4.9426
F 0.4803 3.8151 4.9230
H -0.7080 5.9328 0.1156
H -0.9731 7.6804 0.2343
H 0.2377 6.8891 1.2509
H -2.7902 6.4591 1.4003
H -1.8490 7.3709 2.5737
C -4.5659 2.7305 5.5811
C -4.7950 4.1345 6.0934
O -6.1893 4.3754 6.3683
C -6.6405 3.9149 7.5256
O -6.0139 3.3264 8.3543
C -8.1240 4.2872 7.6834
F -8.8099 4.0325 6.5629
F -8.2400 5.5945 7.9564
F -8.6764 3.6004 8.6781
H -5.1904 2.5372 4.7078
H -3.5297 2.5935 5.3048
H -4.8211 1.9886 6.3374
H -4.5200 4.8654 5.3360
H -4.2011 4.3401 6.9829

Energy above the lowest of the compared OMol25 structures with the same formula, charge and spin (kcal per mole): 11.9
HOMO energy (eV): -11.1
Charge: 0
E_LUMO (eV): -1.673
SMILES: O=C(F)NC(=O)B(CCCCS(=O)(=O)Cl)C(F)(F)F.CCOC(=O)C(F)(F)F.CCOC(=O)C(F)(F)F.CCOC(=O)C(F)(F)F.CCOC(=O)C(F)(F)F.CCOC(=O)C(F)(F)F.CCOC(=O)C(F)(F)F.CCOC(=O)C(F)(F)F
Gap between HOMO and LUMO (eV): 9.41
Spin multiplicity: 1

=====

Here is a 2-piece molecular cluster, C4H9NO overall from the OMol25 dataset. Energies are from ωB97M-V/def2-TZVPD.

Cartesian coordinates (Å):
C -1.2112 0.1171 1.0794
C -0.3863 -0.5929 0.0579
C -0.7064 -0.4652 -1.3948
N 1.0631 1.0826 -0.0451
C 2.0069 0.2837 0.3544
O 1.7441 -0.9196 0.5919
H -2.1204 -0.4851 1.2351
H -1.4881 1.1244 0.7647
H -0.6845 0.1656 2.0352
H -0.1721 -1.6150 0.3410
H 0.1410 -0.7834 -2.0065
H -0.9918 0.5511 -1.6703
H -1.5399 -1.1547 -1.6034
H 1.3162 2.0503 -0.2262
H 3.0394 0.6410 0.4907

Energy above the lowest of the compared OMol25 structures with the same formula, charge and spin (kcal per mole): 78.2
HOMO energy (alpha / beta) (eV): -9.1 / -9.1
Charge: 0
E_LUMO (alpha / beta) (eV): 0.350 / 0.350
Gap between HOMO and LUMO (alpha / beta) (eV): 9.42 / 9.41
Spin multiplicity: 1

=====

Here is C45H42AsN2O3RbS2 as an isolated structure at a distorted geometry from the OMol25 dataset. Energies are from ωB97M-V/def2-TZVPD.

Cartesian coordinates (Å):
Rb -0.0792 -0.0054 -0.0239
C 1.2555 4.0641 1.0421
C 1.4395 3.6749 -0.2735
C 0.3464 3.3765 -1.0685
C -0.9344 3.4659 -0.5482
C -1.1183 3.8607 0.7674
C -0.0232 4.1537 1.5651
H 2.1111 4.2890 1.6644
H 2.4358 3.6012 -0.6819
H 0.4871 3.0800 -2.0975
H -1.7821 3.2210 -1.1812
H -2.1196 3.9358 1.1720
H -0.1700 4.4393 2.5996
C -2.5267 -1.2912 2.2410
O -1.2152 -1.6810 1.9256
C -0.6178 -2.6128 2.7487
C -1.3210 -3.3791 3.6562
C -0.6849 -4.3112 4.4749
C 0.6845 -4.4805 4.3625
C 1.4029 -3.7331 3.4580
C 0.7963 -2.7709 2.6212
N 1.4835 -1.9931 1.7424
N 2.7981 -2.2157 1.7680
C 3.6183 -1.6297 0.9061
C 3.2860 -0.5995 -0.0770
O 2.3403 0.2143 0.0701
C 4.1372 -0.5441 -1.2324
C 5.3468 -1.1712 -1.2888
C 5.8472 -1.8762 -0.1697
C 7.1590 -2.3770 -0.1264
C 7.6360 -3.0321 0.9821
C 6.7936 -3.2345 2.0812
C 5.4928 -2.7819 2.0500
C 4.9807 -2.0990 0.9397
H -3.2570 -2.0745 2.0034
H -2.7501 -0.4151 1.6309
H -2.6269 -1.0098 3.2980
H -2.3914 -3.2721 3.7460
H -1.2646 -4.8907 5.1822
H 1.1951 -5.1919 5.0000
H 2.4693 -3.8604 3.3558
H 3.7775 0.0504 -2.0648
H 5.9665 -1.1004 -2.1781
H 7.7999 -2.2258 -0.9909
H 8.6573 -3.4031 1.0027
H 7.1734 -3.7515 2.9568
H 4.8368 -2.9370 2.8961
C -5.7694 0.4785 -5.9457
C -6.0818 1.1787 -4.7872
C -5.3041 1.0354 -3.6556
C -4.1726 0.2196 -3.6536
C -3.8795 -0.4884 -4.8243
C -4.6682 -0.3646 -5.9519
As -3.0430 -0.0681 -2.0586
C -3.6324 -1.8269 -1.5638
C -3.2152 -3.0362 -2.1055
C -3.8004 -4.2250 -1.7109
C -4.8136 -4.2190 -0.7453
C -5.2121 -3.0360 -0.1667
C -4.6373 -1.8210 -0.5548
C -4.9471 -0.5323 -0.0113
C -5.6492 -0.2973 1.1739
C -5.8924 0.9871 1.6016
C -5.3977 2.0786 0.8746
C -4.6360 1.8609 -0.2533
C -4.4465 0.5755 -0.7545
H -6.3825 0.5928 -6.8316
H -6.9400 1.8420 -4.7765
H -5.5771 1.5646 -2.7499
H -2.9917 -1.1145 -4.8324
H -4.4308 -0.9207 -6.8520
H -2.4111 -3.0325 -2.8398
H -3.4880 -5.1686 -2.1423
H -5.2896 -5.1500 -0.4530
H -6.0014 -3.0423 0.5784
H -5.9762 -1.1388 1.7754
H -6.4411 1.1603 2.5197
H -5.5997 3.0889 1.2139
H -4.2254 2.7115 -0.7964
C 0.6138 -0.7866 5.8426
C 0.0250 0.3529 5.0393
S 0.4452 0.2139 3.2203
O -0.1352 1.4506 2.6708
C 2.2456 0.5314 3.3570
C 2.6414 1.7729 4.1268
H 0.2520 -0.7799 6.8728
H 1.6972 -0.7122 5.8671
H 0.3485 -1.7365 5.3849
H 0.3492 1.3300 5.3825
H -1.0634 0.3314 5.0608
H 2.5149 0.6213 2.3050
H 2.6789 -0.3821 3.7577
H 1.9716 2.5853 3.8439
H 3.6647 2.0500 3.8759
H 2.5906 1.6190 5.2048
S -1.0866 -0.1037 -3.0656

Energy above the lowest of the compared OMol25 structures with the same formula, charge and spin (kcal per mole): 28.8
HOMO energy (alpha / beta) (eV): 0.5 / -0.9
Charge: -2
E_LUMO (alpha / beta) (eV): 3.691 / 3.707
Gap between HOMO and LUMO (alpha / beta) (eV): 3.14 / 4.64
Spin multiplicity: 1